Here is a cluster of 14 separate species, H30NO13 in total from OMol25. Energies are from the ωB97M-V functional and the def2-TZVPD basis.

Computed properties:
**E_LUMO**: -3.2 eV
**Energy above the lowest of the compared OMol25 structures with the same formula, charge and spin**: 852.2 kJ/mol
**HOMO**: -12.53 eV
**Calculated total energy**: -28584.491 eV
**HOMO-LUMO gap**: 9.3 eV

Structure (ORCA input):
```
! RIJCOSX wB97M-V def2-TZVPD def2/J DEFGRID3
* xyz 1 1
N -5.91335 15.82245 16.95040
H -5.65000 16.65325 17.48202
H -6.69283 15.53157 17.44814
H -5.11350 15.14055 17.04797
H -6.08739 16.07668 16.01079
O -3.33304 14.84451 18.36209
H -2.92447 14.48942 17.51698
H -3.60985 14.11641 18.90731
O -5.68182 19.41180 16.49173
H -6.69902 19.24092 16.50601
H -5.34994 20.07535 17.13786
O -7.25202 14.74084 13.93155
H -6.36991 14.64484 13.84831
H -7.41001 15.03382 13.11345
O -8.16471 17.89961 16.23169
H -8.52700 17.66049 16.97713
H -8.79920 17.81940 15.43419
O -5.70353 16.97629 19.87823
H -5.65960 16.10115 20.34651
H -6.56793 16.88894 19.68852
O -4.19554 17.30395 16.22826
H -3.52546 17.78093 16.78149
H -4.65142 18.03862 16.11802
O -7.57641 16.54101 12.80202
H -7.51479 17.20252 12.04908
H -6.79715 16.64031 13.30935
O -5.65554 17.68952 13.95272
H -5.12461 18.10539 13.21767
H -5.90361 18.29647 14.47108
O -6.66691 12.79531 18.13628
H -6.35104 11.84206 18.11692
H -6.99116 12.93212 17.19644
O -9.09414 15.19296 16.88287
H -9.58372 15.18948 17.76167
H -9.92664 15.28418 16.32279
O -3.38551 16.88954 19.92345
H -3.27522 16.10025 19.31685
H -4.36928 16.96235 20.02777
O -2.98757 16.07661 13.86481
H -3.45865 16.38514 14.65600
H -2.46699 16.67336 13.53460
O -4.40437 13.76779 15.11487
H -4.37338 12.78938 14.75728
H -3.50157 13.86696 15.22013
*
```

These are the Mulliken partial charges, in e, on atoms 1 to 5:
1. N 0.250
2. H 0.426
3. H 0.235
4. H 0.162
5. H 0.012